The following is a DFT calculation (ωB97M-V/def2-TZVPD) of a molecular structure, C27H21Cl5N5Pd.

Geometry as XYZ:
```
59
C27H21Cl5N5Pd ωB97M-V/def2-TZVPD
Pd -1.463 -0.034 0.433
C 2.619 -4.013 3.629
C 2.167 -2.918 2.696
C 2.406 -1.573 2.981
C 1.941 -0.570 2.150
C 1.220 -0.855 0.985
N 0.711 0.149 0.170
C 1.593 0.835 -0.596
C 2.922 0.402 -0.846
C 3.754 1.049 -1.742
C 3.352 2.180 -2.449
C 4.243 2.859 -3.457
C 2.077 2.656 -2.170
C 1.233 2.028 -1.274
N -0.024 2.640 -1.009
C -1.055 2.797 -1.867
C -1.968 3.613 -1.253
C -1.383 3.900 -0.003
N -0.210 3.301 0.143
C 1.010 -2.212 0.700
C 1.460 -3.218 1.544
N 0.336 -2.579 -0.509
C 0.745 -3.465 -1.438
C -0.256 -3.555 -2.380
C -1.240 -2.655 -1.931
N -0.875 -2.077 -0.798
H 3.415 -3.661 4.285
H 2.992 -4.874 3.071
H 1.795 -4.357 4.258
H 2.954 -1.313 3.880
H 2.113 0.475 2.380
H 3.285 -0.485 -0.343
H 4.754 0.655 -1.903
H 5.286 2.572 -3.309
H 4.182 3.946 -3.373
H 3.970 2.595 -4.483
H 1.716 3.569 -2.637
H -1.054 2.304 -2.825
H -2.925 3.931 -1.629
H -1.784 4.499 0.800
H 1.240 -4.249 1.281
H 1.707 -3.943 -1.361
H -0.261 -4.163 -3.268
H -2.185 -2.402 -2.386
Cl -2.306 -0.238 3.440
C -2.784 0.502 1.901
C -3.393 -0.372 0.925
C -4.158 0.296 -0.105
Cl -4.638 -0.621 -1.524
C -4.507 1.614 -0.022
Cl -5.429 2.374 -1.281
C -4.083 2.398 1.091
Cl -4.616 4.043 1.213
C -3.226 1.876 2.005
Cl -2.636 2.839 3.304
C -3.635 -1.847 1.179
H -2.811 -2.283 1.736
H -3.737 -2.377 0.235
H -4.556 -1.990 1.757
```

The value obtained for the HOMO energy is -3.8 eV. For the electronic energy, the calculation gives -3744.1662 Eh. As for the energy above the lowest of the compared OMol25 structures with the same formula, charge and spin: 0.00 kJ/mol. For the molecular weight, the calculation gives 699.2 g mol⁻¹. As for the charge: -1. The calculation puts the LUMO energy at 2.62 eV. As for the HOMO-LUMO gap: 6.393 eV.